[1]
This record from OMol25 describes a molecular structure, C25H21BrN4O8PbS. The level of theory is wB97M-V/def2-TZVPD.

Element x y z (Å)
Pb1 0.66 0.07 -1.37
O1 5.59 -0.42 2.97
C1 4.49 -0.25 2.13
C2 3.32 -0.98 2.28
C3 2.35 -0.85 1.31
N1 2.57 -0.06 0.28
C4 3.73 0.51 0.09
C5 4.75 0.46 0.99
C6 3.86 1.19 -1.24
O2 4.99 1.57 -1.60
O3 2.75 1.30 -1.89
C7 0.97 -1.35 1.51
O4 0.76 -2.26 2.33
O5 0.04 -0.79 0.81
H1 5.31 -0.96 3.73
H2 3.22 -1.68 3.17
H3 5.68 1.02 0.75
C8 -3.14 -0.47 3.27
C9 -3.56 0.84 2.62
N2 -2.51 1.65 2.14
C10 -1.56 2.09 3.16
C11 -0.39 1.21 3.53
C12 -2.31 1.94 0.82
S1 -0.82 2.79 0.25
N3 -3.38 1.77 0.05
C13 -3.44 1.45 -1.28
O6 -2.56 0.91 -1.96
C14 -4.78 1.64 -1.99
C15 -4.98 1.34 -3.32
C16 -6.28 1.53 -3.87
C17 -7.28 2.19 -3.14
C18 -6.99 2.59 -1.82
C19 -5.79 2.35 -1.32
H4 -4.02 -1.13 3.29
H5 -2.79 -0.44 4.27
H6 -2.43 -1.01 2.64
H7 -4.09 1.50 3.36
H8 -4.24 0.59 1.76
H9 -2.14 2.31 4.07
H10 -1.28 3.14 2.78
H11 -0.68 0.27 4.04
H12 0.25 1.85 4.16
H13 0.07 0.91 2.62
H14 -4.27 0.75 -3.77
H15 -6.50 1.22 -4.85
H16 -8.24 2.37 -3.57
H17 -7.72 3.11 -1.15
H18 -5.51 2.64 -0.31
Br1 6.20 -6.11 -2.75
C20 5.48 -4.37 -2.72
C21 6.34 -3.29 -2.74
C22 5.73 -2.04 -2.61
C23 4.32 -2.01 -2.52
C24 3.63 -3.21 -2.45
N4 4.17 -4.38 -2.65
C25 2.00 -3.15 -2.24
O7 1.39 -4.20 -2.40
O8 1.59 -1.99 -1.87
H19 7.40 -3.57 -2.69
H20 6.25 -1.06 -2.66
H21 3.78 -1.07 -2.44

2S+1 = 1
orbital gap = 6.4 eV
charge = -2
ΔE to the lowest compared entry with this formula, charge and spin = 30.45 kcal/mol
LUMO energy = 3.9 eV
DFT total energy = -134736.275 eV

Here are the natural (NBO) charges for atoms 1 to 2, given in e:
1. Pb 1.569
2. O -0.679

***

[2]
This record from OMol25 describes a molecular structure, C25H21CsF2N9O4. The level of theory is wB97M-V/def2-TZVPD.

Element x y z (Å)
Cs1 -0.23 -0.21 -0.73
O1 -4.29 0.40 1.52
C1 -4.29 -0.15 2.76
C2 -5.52 -0.38 3.38
C3 -5.55 -0.94 4.65
C4 -4.37 -1.27 5.31
C5 -3.16 -1.03 4.68
C6 -3.10 -0.47 3.41
C7 -1.78 -0.19 2.76
O2 -1.78 0.25 1.56
N1 -0.71 -0.42 3.48
N2 0.39 -0.04 2.68
C8 1.38 -0.84 2.70
C9 2.60 -0.53 1.91
C10 3.78 -1.24 2.13
C11 4.88 -0.96 1.33
C12 4.75 0.01 0.35
C13 3.53 0.66 0.21
N3 2.48 0.42 0.98
H1 -3.31 0.40 1.27
H2 -6.42 -0.12 2.85
H3 -6.51 -1.13 5.12
H4 -4.40 -1.71 6.29
H5 -2.23 -1.27 5.17
H6 1.36 -1.76 3.29
H7 3.81 -2.00 2.89
H8 5.80 -1.50 1.47
H9 5.56 0.23 -0.33
H10 3.38 1.38 -0.59
F1 3.64 -5.13 -1.28
C14 3.11 -4.02 -1.87
C15 2.58 -3.02 -1.09
C16 2.01 -1.86 -1.66
C17 2.02 -1.79 -3.07
C18 2.60 -2.82 -3.81
F2 2.67 -2.73 -5.18
C19 3.15 -3.95 -3.25
C20 1.43 -0.61 -3.77
C21 0.62 -0.77 -4.90
C22 0.08 0.34 -5.52
C23 0.36 1.59 -5.01
C24 1.15 1.67 -3.88
N4 1.68 0.61 -3.27
H11 2.63 -3.16 -0.02
H12 3.60 -4.72 -3.86
H13 0.42 -1.77 -5.26
H14 -0.57 0.22 -6.38
H15 -0.04 2.50 -5.45
H16 1.39 2.63 -3.44
N5 -0.08 2.75 1.65
N6 -1.18 3.54 1.20
C25 -1.74 3.44 -0.01
N7 -2.64 4.38 -0.36
N8 -1.37 2.37 -0.70
N9 -1.90 2.19 -1.95
O3 -1.66 1.10 -2.43
O4 -2.53 3.05 -2.55
H17 -0.21 1.79 1.31
H18 -0.25 2.61 2.65
H19 -1.30 4.40 1.72
H20 -2.77 5.19 0.23
H21 -2.96 4.39 -1.31

2S+1 = 1
orbital gap = 5.6 eV
charge = -1
ΔE to the lowest compared entry with this formula, charge and spin = 12.42 kcal/mol
LUMO energy = 1.9 eV
DFT total energy = -53846.418 eV

Here are the Mulliken charges for atoms 1 to 2, given in e:
1. Cs 1.721
2. O -0.769

***

[3]
This record from OMol25 describes a molecular structure, C25H21DyF2I2N5O2. The level of theory is wB97M-V/def2-TZVPD.

Element x y z (Å)
Dy1 -0.04 0.20 -0.07
I1 -2.18 0.69 6.90
C1 -2.03 0.64 4.84
C2 -1.54 1.75 4.16
C3 -1.48 1.72 2.77
I2 -0.39 3.12 1.70
C4 -1.97 0.63 2.05
O1 -1.99 0.62 0.71
C5 -2.24 -0.55 2.76
C6 -2.08 -1.83 1.98
N1 -0.67 -1.89 1.50
C7 0.29 -2.06 2.60
C8 1.66 -1.52 2.29
C9 2.80 -2.13 2.80
C10 4.03 -1.52 2.61
C11 4.10 -0.33 1.92
C12 2.93 0.20 1.42
N2 1.74 -0.37 1.59
C13 -2.32 -0.53 4.14
H1 -1.19 2.61 4.71
H2 -2.72 -1.88 1.10
H3 -2.32 -2.70 2.61
H4 -0.58 -2.65 0.84
H5 0.36 -3.09 2.94
H6 -0.08 -1.47 3.45
H7 2.71 -3.06 3.34
H8 4.93 -1.98 3.01
H9 5.04 0.18 1.76
H10 2.95 1.12 0.83
H11 -2.54 -1.44 4.68
F1 4.76 -1.26 -2.85
C14 3.67 -0.48 -2.88
C15 2.77 -0.53 -1.82
C16 1.63 0.28 -1.84
C17 1.40 1.11 -2.94
C18 2.35 1.13 -3.97
F2 2.20 1.93 -5.05
C19 3.48 0.34 -3.96
C20 0.15 1.91 -2.96
C21 -0.29 2.69 -4.04
C22 -1.48 3.38 -3.95
C23 -2.24 3.31 -2.79
C24 -1.77 2.51 -1.77
N3 -0.61 1.83 -1.85
H12 3.00 -1.21 -1.00
H13 4.19 0.39 -4.77
H14 0.30 2.74 -4.93
H15 -1.81 3.99 -4.78
H16 -3.17 3.84 -2.68
H17 -2.31 2.39 -0.84
N4 -2.47 -2.51 -2.75
C25 -2.26 -1.54 -1.84
N5 -3.26 -0.72 -1.49
O2 -1.12 -1.43 -1.33
H18 -3.34 -2.58 -3.25
H19 -1.67 -2.98 -3.11
H20 -4.19 -0.85 -1.85
H21 -3.12 -0.14 -0.67

2S+1 = 6
orbital gap (alpha / beta) = 8.1 / 8.1 eV
charge = +1
ΔE to the lowest compared entry with this formula, charge and spin = 8.21 kcal/mol
LUMO energy (alpha / beta) = -2.5 / -2.5 eV
⟨S²⟩ = 9.335
DFT total energy = -83530.125 eV

Here are the Mulliken charges for atoms 1 to 2, given in e:
1. Dy -0.058
2. I 0.137

***

[4]
This record from OMol25 describes a molecular structure, C25H21F6MnN4O6S2. The level of theory is wB97M-V/def2-TZVPD.

Element x y z (Å)
Mn1 -0.57 0.43 0.01
C1 1.78 3.57 1.34
C2 2.36 3.14 0.02
C3 3.65 3.51 -0.33
C4 4.20 3.09 -1.53
C5 3.46 2.32 -2.41
C6 2.15 1.97 -2.11
C7 1.32 1.28 -3.15
C8 1.60 2.38 -0.88
N1 0.22 2.14 -0.61
C9 -0.55 3.27 -0.66
O1 -0.20 4.40 -0.93
C10 -1.97 2.94 -0.36
C11 -3.02 3.83 -0.40
C12 -4.29 3.35 -0.12
C13 -4.47 2.01 0.16
C14 -3.37 1.18 0.17
N2 -2.15 1.66 -0.06
C15 -3.37 -0.29 0.43
O2 -4.38 -0.93 0.59
N3 -2.08 -0.74 0.45
C16 -1.90 -2.13 0.72
C17 -2.10 -3.06 -0.30
C18 -2.45 -2.61 -1.69
C19 -1.98 -4.41 0.00
C20 -1.66 -4.83 1.28
C21 -1.44 -3.90 2.28
C22 -1.57 -2.54 2.02
C23 -1.39 -1.55 3.14
H1 2.59 3.82 2.03
H2 1.18 2.78 1.79
H3 1.15 4.45 1.21
H4 4.23 4.10 0.36
H5 5.21 3.38 -1.78
H6 3.89 2.01 -3.35
H7 1.94 0.62 -3.77
H8 0.86 2.02 -3.81
H9 0.52 0.69 -2.72
H10 -2.82 4.86 -0.66
H11 -5.14 4.02 -0.14
H12 -5.44 1.58 0.38
H13 -1.81 -1.78 -2.00
H14 -3.48 -2.27 -1.73
H15 -2.33 -3.42 -2.40
H16 -2.14 -5.15 -0.78
H17 -1.58 -5.89 1.50
H18 -1.18 -4.22 3.28
H19 -0.64 -1.90 3.84
H20 -2.33 -1.42 3.69
H21 -1.08 -0.57 2.78
F1 3.75 -2.49 2.09
C24 2.85 -1.63 2.55
F2 1.78 -2.28 2.98
F3 3.37 -0.96 3.58
S1 2.51 -0.37 1.19
O3 1.10 0.02 1.38
O4 3.51 0.60 1.42
N4 2.68 -1.12 -0.19
S2 1.38 -1.95 -0.55
O5 0.95 -2.83 0.49
O6 0.35 -1.13 -1.18
C25 1.99 -3.06 -1.90
F4 2.91 -3.86 -1.41
F5 0.95 -3.77 -2.33
F6 2.49 -2.36 -2.91

2S+1 = 5
orbital gap (alpha / beta) = 6.3 / 7.3 eV
LUMO energy (alpha / beta) = -2.3 / -1.5 eV
⟨S²⟩ = 6.099
DFT total energy = -113808.777 eV

Here are the natural (NBO) charges for atoms 1 to 2, given in e:
1. Mn 1.644
2. C -0.640

***

[5]
This record from OMol25 describes a molecular structure, C25H21N4O4PS2Ti. The level of theory is wB97M-V/def2-TZVPD.

Element x y z (Å)
Ti1 1.02 0.46 0.09
N1 2.82 -7.34 0.55
C1 2.35 -6.05 0.81
C2 1.99 -5.68 2.10
C3 1.49 -4.41 2.35
C4 1.35 -3.51 1.31
C5 1.70 -3.87 0.02
C6 2.20 -5.13 -0.23
S1 0.79 -1.87 1.64
O1 -0.01 -1.50 0.46
O2 0.08 -1.85 2.90
N2 2.09 -1.00 1.61
C7 2.24 0.04 2.50
N3 3.20 0.02 3.41
C8 3.33 1.12 4.15
C9 2.53 2.24 3.99
C10 1.57 2.18 2.99
N4 1.41 1.08 2.26
H1 3.27 -7.78 1.34
H2 3.39 -7.41 -0.28
H3 2.09 -6.39 2.92
H4 1.20 -4.10 3.35
H5 1.60 -3.14 -0.78
H6 2.49 -5.41 -1.24
H7 4.12 1.10 4.90
H8 2.67 3.13 4.58
H9 0.96 3.03 2.73
O3 1.21 4.53 0.48
C11 0.94 3.57 -0.24
O4 1.50 2.42 -0.22
C12 -0.15 3.74 -1.31
P1 -0.47 2.17 -2.20
C13 -1.24 1.15 -0.86
C14 -1.37 1.54 0.48
C15 -2.16 0.80 1.36
C16 -2.85 -0.31 0.91
C17 -2.75 -0.69 -0.42
C18 -1.95 0.01 -1.29
C19 -2.05 2.68 -3.03
C20 -3.23 2.94 -2.34
C21 -4.37 3.35 -3.02
C22 -4.33 3.53 -4.40
C23 -3.16 3.28 -5.09
C24 -2.03 2.85 -4.41
H10 0.18 4.49 -2.03
H11 -1.06 4.15 -0.84
H12 -0.91 2.45 0.84
H13 -2.22 1.09 2.40
H14 -3.45 -0.89 1.60
H15 -3.28 -1.57 -0.77
H16 -1.85 -0.30 -2.32
H17 -3.27 2.80 -1.27
H18 -5.28 3.54 -2.47
H19 -5.22 3.85 -4.93
H20 -3.13 3.40 -6.17
H21 -1.11 2.64 -4.95
S2 3.01 -0.89 -2.56
C25 2.14 -0.30 -1.38

2S+1 = 4
orbital gap (alpha / beta) = 5.3 / 8.5 eV
charge = -1
ΔE to the lowest compared entry with this formula, charge and spin = 2.25 kcal/mol
LUMO energy (alpha / beta) = 2.7 / 2.7 eV
⟨S²⟩ = 3.764
DFT total energy = -94492.681 eV

Here are the natural (NBO) charges for atoms 1 to 2, given in e:
1. Ti 1.089
2. N -0.802

***

[6]
This record from OMol25 describes a molecular structure, C25H21N4ORhS6Sb. The level of theory is wB97M-V/def2-TZVPD.

Element x y z (Å)
Rh1 0.99 0.33 0.80
S1 2.90 -0.78 1.12
C1 2.51 -2.17 0.11
N1 3.36 -3.10 -0.21
N2 4.61 -2.89 0.14
C2 5.63 -3.73 -0.31
C3 5.35 -4.90 -1.01
C4 6.38 -5.69 -1.48
C5 7.71 -5.32 -1.27
C6 7.98 -4.16 -0.56
C7 6.95 -3.37 -0.07
N3 1.25 -2.35 -0.34
N4 0.46 -1.37 -0.25
C8 -0.87 -1.74 -0.53
C9 -1.66 -0.93 -1.33
C10 -2.95 -1.31 -1.66
C11 -3.46 -2.51 -1.19
C12 -2.68 -3.34 -0.40
C13 -1.39 -2.96 -0.08
H1 4.85 -2.02 0.60
H2 4.31 -5.17 -1.19
H3 6.16 -6.60 -2.03
H4 8.51 -5.92 -1.66
H5 9.01 -3.86 -0.38
H6 7.17 -2.46 0.48
H7 -1.24 -0.02 -1.73
H8 -3.55 -0.69 -2.31
H9 -4.48 -2.80 -1.45
H10 -3.07 -4.28 -0.03
H11 -0.75 -3.60 0.53
S2 1.29 5.24 0.42
Sb1 2.38 3.23 0.54
S3 1.58 1.89 2.40
S4 1.58 1.73 -1.18
S5 4.66 3.33 0.59
O1 -0.96 1.43 0.84
S6 -1.56 2.36 -0.17
C14 -3.29 1.81 -0.27
C15 -3.81 1.09 0.79
C16 -5.13 0.65 0.72
C17 -5.90 0.94 -0.39
C18 -5.36 1.67 -1.45
C19 -4.04 2.10 -1.39
C20 -2.00 3.82 0.79
C21 -1.70 3.84 2.14
C22 -2.05 4.96 2.88
C23 -2.68 6.03 2.27
C24 -2.97 6.00 0.91
C25 -2.62 4.89 0.16
H12 -3.18 0.86 1.64
H13 -5.55 0.09 1.55
H14 -6.92 0.58 -0.46
H15 -5.97 1.89 -2.32
H16 -3.60 2.65 -2.22
H17 -1.18 3.01 2.58
H18 -1.81 5.00 3.94
H19 -2.94 6.91 2.85
H20 -3.44 6.84 0.44
H21 -2.82 4.86 -0.90

2S+1 = 1
orbital gap = 5.1 eV
charge = -1
ΔE to the lowest compared entry with this formula, charge and spin = 22.52 kcal/mol
LUMO energy = 0.9 eV
DFT total energy = -108832.910 eV

Here are the natural (NBO) charges for atoms 1 to 2, given in e:
1. Rh 0.561
2. S -0.095

***

[7]
This record from OMol25 describes a molecular structure, C25H21N4OS2Se2SrTe2. The level of theory is wB97M-V/def2-TZVPD.

Element x y z (Å)
Sr1 1.32 -0.03 0.44
N1 0.06 4.54 0.46
C1 0.05 3.21 0.15
S1 1.13 2.66 -1.09
N2 -0.89 2.55 0.79
N3 -0.92 1.21 0.52
C2 -2.00 0.59 0.81
C3 -3.24 1.27 1.32
C4 -3.81 0.87 2.53
C5 -4.95 1.51 3.00
C6 -5.53 2.54 2.26
C7 -4.97 2.93 1.05
C8 -3.82 2.30 0.59
C9 -2.01 -0.90 0.63
C10 -3.20 -1.61 0.65
C11 -3.18 -2.98 0.55
C12 -1.96 -3.63 0.45
C13 -0.82 -2.85 0.38
N4 -0.83 -1.51 0.43
H1 0.87 5.06 0.16
H2 -0.40 4.81 1.31
H3 -3.32 0.09 3.11
H4 -5.37 1.21 3.95
H5 -6.42 3.04 2.64
H6 -5.41 3.73 0.48
H7 -3.37 2.61 -0.34
H8 -4.14 -1.07 0.77
H9 -4.10 -3.55 0.59
H10 -1.88 -4.71 0.43
H11 0.17 -3.30 0.32
Se1 -1.29 -1.50 3.95
Te1 0.79 -0.17 3.69
Te2 2.75 -2.04 3.76
Se2 3.14 -2.33 1.30
O1 2.41 -0.68 -1.47
S2 1.37 -1.70 -1.87
C14 2.19 -2.82 -2.99
C15 1.63 -4.06 -3.22
C16 2.28 -4.93 -4.09
C17 3.46 -4.54 -4.70
C18 4.02 -3.29 -4.43
C19 3.38 -2.42 -3.57
C20 0.27 -0.90 -3.04
C21 0.68 0.26 -3.68
C22 -0.21 0.88 -4.55
C23 -1.48 0.34 -4.76
C24 -1.87 -0.81 -4.08
C25 -1.00 -1.43 -3.21
H12 0.72 -4.36 -2.72
H13 1.86 -5.91 -4.28
H14 3.97 -5.22 -5.37
H15 4.96 -3.00 -4.89
H16 3.81 -1.45 -3.31
H17 1.65 0.68 -3.47
H18 0.08 1.80 -5.05
H19 -2.17 0.84 -5.42
H20 -2.87 -1.21 -4.22
H21 -1.30 -2.31 -2.65

2S+1 = 1
orbital gap = 5.4 eV
charge = -1
LUMO energy = 2.0 eV
DFT total energy = -202064.129 eV

Here are the natural (NBO) charges for atoms 1 to 2, given in e:
1. Sr 1.688
2. N -0.814

***

[8]
This record from OMol25 describes 4 unconnected molecules or ions with the total composition C25H22BN2O8. The level of theory is wB97M-V/def2-TZVPD.

Element x y z (Å)
C1 3.81 -1.92 -2.81
C2 3.35 -0.65 -3.03
C3 2.05 -0.31 -3.73
C4 0.93 -1.23 -3.36
C5 0.25 -1.96 -4.33
N1 -0.76 -2.75 -4.01
N2 -1.22 -2.99 -2.79
C6 -0.58 -2.31 -1.87
C7 0.48 -1.41 -2.06
B1 1.04 -0.66 -0.77
O1 2.17 -1.07 -0.17
O2 0.34 0.39 -0.23
H1 4.17 -2.59 -3.59
H2 3.90 -2.25 -1.78
H3 3.95 0.21 -2.72
H4 1.77 0.72 -3.55
H5 2.21 -0.38 -4.82
H6 0.52 -1.90 -5.37
H7 -1.26 -3.24 -4.74
H8 -0.92 -2.47 -0.85
H9 2.54 -0.35 0.37
H10 -0.47 0.54 -0.73
C8 4.43 4.59 0.86
C9 4.21 3.40 1.40
C10 3.22 2.47 0.82
O3 3.02 1.36 1.28
C11 2.47 2.92 -0.38
C12 2.68 4.11 -0.93
C13 3.68 5.05 -0.34
O4 3.88 6.14 -0.83
H11 5.15 5.29 1.27
H12 4.75 3.04 2.27
H13 1.76 2.21 -0.77
H14 2.15 4.46 -1.80
C14 -4.95 -2.10 0.35
C15 -3.95 -1.60 -0.36
C16 -3.73 -0.14 -0.48
O5 -2.81 0.31 -1.13
C17 -4.67 0.76 0.23
C18 -5.68 0.26 0.95
C19 -5.90 -1.20 1.07
O6 -6.81 -1.65 1.72
H15 -5.13 -3.16 0.45
H16 -3.25 -2.23 -0.90
H17 -4.49 1.82 0.14
H18 -6.38 0.90 1.48
C20 -1.28 -0.66 5.62
C21 -1.40 -1.83 5.00
C22 -1.13 -1.96 3.55
O7 -1.24 -3.02 2.97
C23 -0.71 -0.74 2.82
C24 -0.59 0.43 3.43
C25 -0.86 0.56 4.89
O8 -0.75 1.63 5.45
H19 -1.47 -0.54 6.68
H20 -1.70 -2.74 5.51
H21 -0.51 -0.87 1.76
H22 -0.28 1.33 2.91

2S+1 = 1
orbital gap = 6.4 eV
charge = +1
LUMO energy = -4.8 eV
DFT total energy = -46307.954 eV

Here are the natural (NBO) charges for atoms 1 to 2, given in e:
1. C -0.410
2. C -0.154

***

Please write out number 3 again, unchanged.
This record from OMol25 describes a molecular structure, C25H21DyF2I2N5O2. The level of theory is wB97M-V/def2-TZVPD.

Element x y z (Å)
Dy1 -0.04 0.20 -0.07
I1 -2.18 0.69 6.90
C1 -2.03 0.64 4.84
C2 -1.54 1.75 4.16
C3 -1.48 1.72 2.77
I2 -0.39 3.12 1.70
C4 -1.97 0.63 2.05
O1 -1.99 0.62 0.71
C5 -2.24 -0.55 2.76
C6 -2.08 -1.83 1.98
N1 -0.67 -1.89 1.50
C7 0.29 -2.06 2.60
C8 1.66 -1.52 2.29
C9 2.80 -2.13 2.80
C10 4.03 -1.52 2.61
C11 4.10 -0.33 1.92
C12 2.93 0.20 1.42
N2 1.74 -0.37 1.59
C13 -2.32 -0.53 4.14
H1 -1.19 2.61 4.71
H2 -2.72 -1.88 1.10
H3 -2.32 -2.70 2.61
H4 -0.58 -2.65 0.84
H5 0.36 -3.09 2.94
H6 -0.08 -1.47 3.45
H7 2.71 -3.06 3.34
H8 4.93 -1.98 3.01
H9 5.04 0.18 1.76
H10 2.95 1.12 0.83
H11 -2.54 -1.44 4.68
F1 4.76 -1.26 -2.85
C14 3.67 -0.48 -2.88
C15 2.77 -0.53 -1.82
C16 1.63 0.28 -1.84
C17 1.40 1.11 -2.94
C18 2.35 1.13 -3.97
F2 2.20 1.93 -5.05
C19 3.48 0.34 -3.96
C20 0.15 1.91 -2.96
C21 -0.29 2.69 -4.04
C22 -1.48 3.38 -3.95
C23 -2.24 3.31 -2.79
C24 -1.77 2.51 -1.77
N3 -0.61 1.83 -1.85
H12 3.00 -1.21 -1.00
H13 4.19 0.39 -4.77
H14 0.30 2.74 -4.93
H15 -1.81 3.99 -4.78
H16 -3.17 3.84 -2.68
H17 -2.31 2.39 -0.84
N4 -2.47 -2.51 -2.75
C25 -2.26 -1.54 -1.84
N5 -3.26 -0.72 -1.49
O2 -1.12 -1.43 -1.33
H18 -3.34 -2.58 -3.25
H19 -1.67 -2.98 -3.11
H20 -4.19 -0.85 -1.85
H21 -3.12 -0.14 -0.67

2S+1 = 6
orbital gap (alpha / beta) = 8.1 / 8.1 eV
charge = +1
ΔE to the lowest compared entry with this formula, charge and spin = 8.21 kcal/mol
LUMO energy (alpha / beta) = -2.5 / -2.5 eV
⟨S²⟩ = 9.335
DFT total energy = -83530.125 eV

Here are the Mulliken charges for atoms 1 to 2, given in e:
1. Dy -0.058
2. I 0.137